Below is one molecule with the formula C4H8N2 at a distorted geometry, with properties calculated with ωB97M-V/def2-TZVPD.

Values from the calculation:
**Electronic energy**: -7257.3875 eV
**Gap between HOMO and LUMO**: 11.150 eV
**Lowest unoccupied orbital energy**: 0.0348 Ha
**Relative energy (zero: lowest compared OMol25 entry of this formula, charge and spin)**: 0.488 eV
**SMILES string**: CC[C@@H](N)C#N

Geometry (Å):
C1 -1.863627 0.208915 0.042843
C2 -0.619672 -0.694884 -0.141435
C3 0.733281 -0.118832 0.396439
N1 2.004836 -0.756839 -0.068890
C4 0.878944 1.291686 0.004887
N2 1.168645 2.317581 -0.445336
H1 -1.728127 1.207503 -0.386017
H2 -2.179095 0.337354 1.085977
H3 -2.722444 -0.235855 -0.477356
H4 -0.832716 -1.657042 0.342908
H5 -0.512840 -0.889049 -1.212830
H6 0.691478 -0.193504 1.490869
H7 2.187280 -0.505929 -1.044405
H8 2.794062 -0.311100 0.412344

Atoms 1-2, force components in eV/Å:
0.090 0.036 0.005
0.109 -0.011 -0.137